[1]
49
Properties=species:S:1:pos:R:3:forces:R:3 method="wB97M-V/def2-TZVPD" total_charge=+2 s2=6.102 multiplicity=5 homo_ev="-14.39 / -14.52" homo_lumo_gap_ev="7.284 / 5.028"
Ru -0.858 0.421 0.162 -0.212 0.576 0.356
C -0.080 -0.530 -2.475 0.158 -0.172 0.100
C 0.615 -1.745 -1.864 -0.059 0.092 -0.019
C 1.779 -1.577 -0.901 -0.056 0.120 -0.002
C 2.672 -2.631 -0.875 0.084 -0.047 0.020
C 3.792 -2.630 -0.054 -0.082 0.034 -0.028
C 4.056 -1.532 0.746 0.011 -0.041 -0.033
C 3.235 -0.418 0.737 -0.267 0.039 -0.030
C 3.607 0.699 1.680 0.270 0.165 -0.192
C 4.804 1.509 1.146 -0.144 0.016 0.139
C 2.067 -0.440 -0.092 0.535 -0.369 0.126
N 1.176 0.625 -0.081 -0.157 0.101 -0.055
C 1.593 1.886 -0.157 0.188 0.052 -0.070
C 0.617 2.870 -0.097 -0.223 -0.249 0.012
C 0.602 4.296 -0.099 -0.185 0.244 -0.040
C -0.709 4.663 0.019 0.291 0.071 0.010
C -1.480 3.457 0.094 -0.124 -0.031 -0.081
N -0.691 2.397 0.017 0.465 0.269 0.055
H -0.693 -0.854 -3.314 -0.052 0.049 0.004
H 0.630 0.212 -2.836 -0.063 0.086 0.044
H -0.793 -0.026 -1.782 0.048 -0.057 -0.508
H 1.000 -2.333 -2.697 0.005 -0.025 0.010
H -0.127 -2.383 -1.381 0.006 -0.037 -0.048
H 2.497 -3.479 -1.526 -0.016 -0.001 0.007
H 4.453 -3.486 -0.041 0.012 0.016 -0.002
H 4.916 -1.540 1.404 -0.003 0.009 -0.002
H 3.912 0.254 2.627 -0.097 -0.038 0.027
H 2.770 1.357 1.906 -0.066 0.001 0.006
H 5.686 0.877 1.068 0.015 -0.001 -0.020
H 5.034 2.328 1.828 0.027 -0.008 -0.027
H 4.622 1.928 0.155 0.007 -0.001 -0.001
H 2.633 2.126 -0.328 0.074 -0.075 0.077
H 1.460 4.946 -0.171 0.010 -0.032 0.000
H -1.109 5.663 0.059 -0.009 -0.013 -0.008
H -2.553 3.359 0.173 0.001 -0.019 0.039
Cl -7.105 -3.372 0.530 0.151 0.079 0.008
C -5.850 -2.238 0.475 -0.397 0.117 -0.055
C -6.149 -0.890 0.220 -0.078 -0.088 0.015
C -5.144 0.038 0.173 0.070 0.123 -0.007
Cl -5.477 1.680 -0.107 -0.021 -0.097 -0.001
C -3.758 -0.351 0.355 0.023 0.046 0.114
O -2.864 0.535 0.307 -0.628 -0.187 -0.055
C -3.488 -1.749 0.622 -0.325 0.191 -0.167
C -2.137 -2.208 0.839 0.116 -0.075 0.120
O -1.112 -1.547 0.652 0.156 -0.744 0.120
C -4.529 -2.652 0.693 0.539 -0.078 0.091
H -7.177 -0.591 0.066 0.014 0.015 0.004
H -2.015 -3.230 1.214 0.013 -0.026 -0.043
H -4.332 -3.694 0.913 -0.020 0.001 -0.007

[2]
45
Properties=species:S:1:pos:R:3:forces:R:3 method="wB97M-V/def2-TZVPD" de_lowest_kj_mol=134.6 total_charge=-1 s2=6.035 multiplicity=5 homo_ev="-4.74 / -4.73" homo_lumo_gap_ev="6.734 / 5.548"
Ru 0.424 0.296 -0.351 0.735 -0.920 0.133
O -0.175 3.139 3.044 -0.032 0.470 -0.260
C 0.120 2.323 4.072 0.062 -0.400 0.413
C 0.449 2.829 5.327 -0.021 0.092 -0.010
C 0.732 1.979 6.379 0.002 0.006 -0.025
C 0.703 0.606 6.194 0.029 -0.059 0.170
C 0.401 0.092 4.947 -0.033 0.181 0.034
C 0.105 0.930 3.880 -0.102 0.369 0.027
C -0.155 0.379 2.537 0.017 -1.326 -0.594
O -0.682 1.067 1.637 0.056 0.349 -0.931
N 0.203 -0.898 2.343 0.317 0.205 1.869
N 0.230 -1.253 1.072 -0.059 0.115 -1.293
C 0.195 -2.507 0.742 -0.017 0.033 0.331
C 0.127 -2.997 -0.596 -0.189 0.473 -0.751
C 0.415 -4.343 -0.848 -0.035 -0.057 -0.106
C 0.322 -4.875 -2.111 0.079 -0.165 0.192
C -0.060 -4.061 -3.178 -0.010 0.073 0.093
C -0.385 -2.748 -2.970 -0.067 0.211 0.231
C -0.315 -2.164 -1.680 0.357 -1.895 -0.021
O -0.720 -0.959 -1.519 0.344 2.062 0.723
H -0.074 4.063 3.306 0.055 -0.168 0.116
H 0.479 3.902 5.473 -0.012 0.053 -0.008
H 0.977 2.396 7.347 0.020 0.015 0.063
H 0.920 -0.056 7.020 0.030 -0.070 0.046
H 0.389 -0.972 4.768 0.021 -0.077 -0.032
H 0.180 -3.234 1.555 0.065 0.172 0.003
H 0.743 -4.958 -0.021 0.011 -0.080 0.069
H 0.553 -5.916 -2.282 0.093 -0.074 0.002
H -0.085 -4.471 -4.178 -0.061 -0.018 -0.095
H -0.691 -2.106 -3.783 -0.014 0.079 -0.062
O 3.254 -2.685 -1.531 0.077 0.010 -0.049
C 3.005 -1.581 -1.051 0.678 -0.469 0.462
O 2.127 -0.784 -1.482 -1.340 0.894 0.007
C 3.846 -1.132 0.150 -0.100 -0.045 -0.081
C 4.979 -1.902 0.398 0.070 -0.111 0.067
C 5.822 -1.652 1.461 0.020 0.021 0.021
C 5.523 -0.610 2.328 0.128 -0.016 0.020
C 4.419 0.178 2.095 -0.090 0.070 -0.053
C 3.579 -0.048 0.998 -0.005 -0.326 -0.241
S 2.302 1.147 0.859 -1.048 -0.035 -0.456
H 5.166 -2.722 -0.279 -0.027 -0.039 -0.029
H 6.698 -2.266 1.619 0.041 -0.047 0.029
H 6.152 -0.410 3.185 0.054 0.026 0.069
H 4.175 0.993 2.761 0.000 0.068 0.101
Br 0.014 2.263 -1.631 -0.101 0.345 -0.192